1.
A single C17H24O4 molecule at a distorted geometry, computed with ωB97M-V/def2-TZVPD.

For the energy relative to the best compared isomer or geometry (same formula, charge and spin), the calculation gives 5.4868 eV. As for the SMILES: CC1(C)C(C(=O)O[C@@H]2CC(=O)[C@]3(C4CC4)O[C@]23C)C1(C)C. Its net charge is 0. The spin multiplicity is 1. Its highest occupied orbital energy is -9.196 eV. Its frontier orbital gap is 9.88 eV.

Element x y z (Å)
H1 1.9074 -1.8810 -1.0320
H2 0.7418 -1.0299 -2.0573
H3 1.3006 1.0705 3.0071
C1 -0.7933 -2.8204 -0.1266
H4 1.6224 -4.4562 -0.8798
O1 -1.5966 4.0898 0.6304
C2 0.7032 -4.4656 -1.4527
O2 -1.5871 -1.5411 1.6219
C3 1.0395 5.3596 2.0500
C4 1.0971 -2.0489 -1.7550
H5 -0.8325 -3.6314 0.5229
C5 2.4648 4.8394 1.8654
C6 0.9097 1.5693 0.9305
H6 0.9766 -4.6858 -2.5159
C7 1.8156 1.1478 2.0681
H7 -1.5990 1.6308 -0.7205
H8 1.5565 4.6968 -0.1275
H9 0.8322 6.3730 1.7244
C8 0.5979 3.0704 0.9087
O3 -0.2635 -0.3818 0.2222
H10 2.0904 0.1223 1.8940
H11 2.7786 1.6867 2.1771
H12 -2.5247 -4.3745 -2.9411
H13 -2.9687 -1.1940 -1.5030
H14 0.1434 -5.2359 -0.9682
H15 2.5920 4.3039 2.8429
H16 -3.1582 -4.0778 -1.4010
H17 -2.3840 -1.6807 -3.0148
C9 0.0660 -3.0727 -1.3467
C10 1.3844 4.3364 0.9345
H18 1.5586 -2.4144 -2.6029
H19 0.4846 5.1357 2.9727
H20 -0.7174 0.6148 1.9718
C11 -0.4026 0.8798 0.9520
H21 -1.7829 -5.1398 -1.4341
C12 -1.5015 1.7733 0.3824
C13 -2.0542 -1.5880 -2.0206
H22 -2.4409 1.6076 0.8716
H23 3.3180 5.3652 1.4741
C14 -0.9019 -1.5072 0.6753
C15 -2.2061 -4.2207 -1.8649
C16 -0.9051 3.1222 0.6160
C17 -1.4513 -2.8986 -1.5113
H24 -1.2879 -0.8620 -1.9108
O4 1.3781 2.4131 -0.1294

Cartesian forces (eV/Å) of the 6 atoms listed first:
H -0.42 -0.21 0.17
H -0.01 -0.93 0.53
H -0.47 0.58 0.40
C 0.75 1.94 -1.25
H 0.47 0.23 0.01
O -0.24 1.57 0.22



2.
A molecular structure, C11H24BF10FeNO13S5 at a distorted geometry, computed with ωB97M-V/def2-TZVPD.

For the energy relative to the best compared isomer or geometry (same formula, charge and spin), the calculation gives 1.6198 eV. Its expectation value of S² is 6.006. Its net charge is 0. The spin multiplicity is 5. Its highest occupied orbital energy (spin up / spin down) is -10.451 / -9.579 eV. Its frontier orbital gap (spin up / spin down) is 10.26 / 9.39 eV.

Element x y z (Å)
C1 1.9510 -3.0774 1.6255
H1 -4.8975 2.1261 -0.2944
H2 5.7075 0.2273 1.5177
O1 -1.2078 -0.5059 0.8015
F1 0.1705 1.3036 1.9192
H3 2.7266 -3.8335 1.7292
H4 -3.9363 0.6364 -0.7631
S1 2.3982 -1.8758 0.3815
F2 4.2154 1.2772 -4.0424
C2 -1.4285 -2.4342 4.0484
F3 0.6946 3.5233 2.0728
N1 0.8140 0.6715 -2.1854
H5 -2.5040 -2.7997 -0.0776
H6 -3.8872 1.3231 0.8834
O2 -2.7864 3.9866 -0.2226
S2 -1.9937 -1.2857 1.7242
H7 1.9278 -2.5887 2.6037
O3 -0.0291 -1.7616 -1.8607
C3 -2.2278 -2.9605 0.9641
F4 4.0703 1.3272 -1.8634
Fe1 0.3618 0.9059 -0.2186
S3 1.7151 1.5547 -3.2040
H8 6.2073 -1.2034 2.1822
F5 -1.8213 -1.1632 -4.4501
H9 -4.7156 3.5860 -2.8948
H10 -2.3231 3.6125 -4.7627
O4 2.6269 -2.4653 -0.8971
S4 0.3049 -0.8327 -2.9011
O5 1.4150 1.4270 -4.6057
C4 -3.3631 3.5083 -4.4514
H11 -2.4085 -2.0711 4.3827
H12 -1.3568 -3.5937 1.0611
H13 3.9674 -1.8297 2.9884
O6 -2.9709 2.5534 -2.3113
S5 -2.6521 2.6418 -0.7442
F6 -2.2355 -0.3022 -2.5433
O7 -0.9594 -1.7493 2.8836
O8 1.1244 -1.3304 -3.9706
H14 -3.9110 4.2547 -5.0271
F7 3.4705 -0.4362 -2.8738
B1 1.2043 2.2201 1.9739
C5 -0.3767 -2.6446 5.0919
H15 0.9513 -3.4938 1.5469
O9 1.4782 -0.7497 0.4339
O10 -3.1874 -0.8429 2.3432
H16 -3.1203 -3.3596 1.4443
H17 0.5448 -2.8126 4.5264
C6 -3.6248 3.6612 -2.9567
O11 3.8121 -1.3476 0.9347
F8 1.7705 2.1486 0.6632
O12 1.7301 2.8873 -2.6978
H18 3.3439 -0.2252 2.6819
H19 -3.2839 4.5739 -2.4715
C7 5.4421 -0.4350 2.3440
F9 2.1707 2.0233 2.9490
H20 -0.5787 -3.4387 5.8003
C8 4.0370 -0.9808 2.3041
F10 -1.3305 0.9203 -4.0760
C9 -1.3780 -0.2817 -3.5634
C10 -3.9817 1.5491 -0.1779
C11 3.5181 0.8874 -3.0002
H21 -0.1892 -1.7022 5.6107
H22 -1.8583 -3.3924 3.7048
O13 -1.4138 1.9410 -0.5310
H23 5.7126 0.0438 3.2837
H24 -3.6457 2.5045 -4.7667

Cartesian forces (eV/Å) of the 6 atoms listed first:
C 0.04 0.38 1.02
H -0.07 -0.18 -0.32
H -0.74 0.43 0.14
O -1.28 -0.50 0.73
F -0.64 -0.95 0.51
H -0.04 -0.11 -0.58



3.
A molecular structure, C25H38AgN3O4P2S at a distorted geometry, computed with ωB97M-V/def2-TZVPD.

For the energy relative to the best compared isomer or geometry (same formula, charge and spin), the calculation gives 0.1623 eV. Its net charge is 0. The spin multiplicity is 1. Its highest occupied orbital energy is -7.666 eV. Its frontier orbital gap is 7.98 eV.

Element x y z (Å)
H1 7.8700 -0.5139 -0.4408
H2 -5.3921 -0.5485 -0.1077
H3 -5.1358 1.8397 0.4194
H4 -2.1529 4.2613 1.1451
H5 -3.0205 -3.6384 -0.5359
O1 0.9786 1.2168 -0.6464
H6 -3.8939 3.9535 1.3530
C1 6.0624 0.5304 0.0813
H7 1.9034 -3.0014 -2.5453
H8 -2.9563 0.9372 3.7808
H9 -4.1624 0.0593 -1.2177
C2 3.2897 0.5728 0.3568
C3 1.7870 -0.8864 5.0022
O2 1.1806 -0.9055 0.5377
C4 1.8717 -0.9574 -3.2183
C5 -3.5874 -2.7392 -0.7837
C6 5.2645 1.1680 -0.8632
Ag1 -1.0456 0.1558 0.4992
H10 -0.0744 -2.4094 -1.4345
H11 -4.0039 -1.2646 2.6842
C7 3.8800 1.1915 -0.7330
H12 0.3320 -1.3482 2.8295
S1 1.5304 0.5324 0.5236
H13 -2.2069 3.4372 -1.5856
H14 -0.1878 0.8253 -5.4265
C8 -2.8953 3.5175 1.4383
H15 -2.6993 3.2444 2.4772
O3 1.2128 1.1900 1.7841
N1 -0.8260 -0.8119 -4.2543
H16 -0.1354 1.0730 -3.6749
C9 7.5623 0.4713 -0.0817
P1 -3.1671 -1.4032 0.4022
H17 0.3000 0.7636 6.5556
H18 -3.4966 -2.9007 2.2811
N2 -1.3646 -0.2359 3.2085
H19 -0.4915 -1.5822 -4.8175
C10 4.0705 -0.0592 1.3216
C11 -4.0279 -2.0251 1.9021
H20 2.1702 0.7739 -4.4737
C12 -4.3848 -0.1291 -0.1637
H21 7.9112 1.2134 -0.8002
C13 5.4469 -0.0751 1.1781
H22 -3.9549 3.4632 -1.2310
C14 -0.1541 -2.4173 -2.5210
H23 8.0697 0.6443 0.8697
H24 2.9571 -1.0542 -3.1762
C15 -3.0645 2.8330 -1.2857
H25 1.7221 -0.6784 -5.3638
H26 -3.2015 2.0540 -2.0369
C16 1.2550 -2.3722 -3.1561
H27 1.2444 -2.8178 -4.1557
P2 -2.7092 2.0642 0.3395
C17 -0.9414 -1.1898 -2.9132
H28 -4.3444 0.9481 1.7201
C18 0.0572 0.3578 -4.4749
H29 5.7318 1.6568 -1.7118
H30 3.5963 -0.5276 2.1775
C19 1.5182 -0.1054 -4.4506
H31 1.5766 -0.4057 -2.3224
H32 3.2533 1.6870 -1.4642
H33 6.0582 -0.5628 1.9313
C20 -0.1629 -0.6983 3.5433
C21 -4.2976 1.1753 0.6485
N3 2.8360 -1.3151 5.2046
H34 -0.6932 -3.3220 -2.8183
H35 -4.6545 -2.9710 -0.7560
C22 0.4685 -0.3634 4.7387
O4 -1.5587 -0.5061 -2.1215
H36 -1.9733 1.6225 5.9453
C23 -1.9745 0.5751 4.0745
H37 -3.3091 -2.4181 -1.7873
H38 -5.0640 -2.2943 1.6845
C24 -0.1743 0.4846 5.6258
C25 -1.4280 0.9608 5.2860

Cartesian forces (eV/Å) of the 6 atoms listed first:
H 0.00 0.03 0.00
H -0.05 -0.01 -0.01
H -0.02 -0.02 0.00
H -0.02 0.00 0.04
H -0.03 0.02 -0.02
O 0.21 -0.04 -0.06



4.
A molecular structure, C35H52GaP4S at a distorted geometry, computed with ωB97M-V/def2-TZVPD.

Its net charge is +3. The spin multiplicity is 1. Its highest occupied orbital energy (spin up / spin down) is -15.629 / -15.508 eV. Its frontier orbital gap (spin up / spin down) is 4.78 / 5.16 eV.

Element x y z (Å)
C1 2.0756 2.3460 2.5959
C2 -0.3856 -3.5251 -1.3194
C3 -5.0528 0.0572 -2.3861
C4 3.0955 2.4552 -1.0883
P1 -2.6732 0.7858 0.7415
H1 -0.2416 0.8459 -2.4585
C5 2.3163 -2.9889 5.7229
H2 -2.2800 1.7771 2.9271
H3 -0.5244 -4.6118 -1.1947
H4 3.7445 -3.5415 -0.2294
H5 1.7098 0.2093 -8.4700
H6 -2.0741 -2.5302 1.9482
C6 2.3206 3.5386 -0.9607
C7 2.2523 3.7758 4.5530
C8 0.6514 1.0011 -5.2780
H7 0.8917 2.9580 -4.4177
H8 -3.5083 -0.3080 -5.2076
H9 -5.0099 -0.0073 0.8183
H10 -0.8976 -1.3658 4.2424
H11 -4.5094 0.7863 2.3508
C9 5.0017 -0.5801 0.8970
H12 4.1273 0.6657 2.4054
H13 3.4178 -1.7759 4.3213
C10 -4.1969 0.0914 1.5509
H14 -1.3635 0.2553 2.7217
H15 0.5948 -3.2315 -0.9185
C11 -3.1986 -3.6100 -0.8159
H16 -3.6457 2.9180 1.3313
C12 2.7600 -2.2225 1.1670
C13 1.8361 2.1797 -7.6048
H17 -2.4952 3.0877 -0.0283
C14 1.7574 1.2415 3.4193
C15 1.6545 1.4494 4.8118
C16 3.7981 -2.5896 0.3021
C17 4.8872 -1.7332 0.1208
C18 -3.3112 2.4789 0.3787
C19 1.0608 -3.3356 6.2283
H18 -5.7118 0.2137 -3.2636
H19 -0.3813 -3.2711 -2.3871
C20 1.2743 -1.4967 4.1198
H20 3.7033 2.2451 -1.9770
H21 1.7871 2.8392 6.4453
H22 2.4643 4.7464 5.0012
H23 -4.0605 -3.2006 -0.2695
P2 -1.6969 -2.5364 -0.4715
C21 1.8866 2.7021 5.3640
H24 1.9061 3.8521 -0.0071
H25 -0.8053 1.7493 1.9455
C22 -1.3576 -3.0278 1.2879
H26 1.9397 3.9616 -6.3980
H27 -2.0662 2.2562 -3.2522
H28 2.5799 4.4495 2.5269
C23 -1.6900 1.1745 2.2269
C24 2.8142 -0.9822 1.8518
H29 3.2189 -3.4285 6.1463
H30 1.9121 -2.8916 1.3146
P3 -3.2712 0.1842 -2.8112
C25 -3.1507 -0.8444 -4.3207
H31 -3.0543 -4.6651 -0.5132
H32 -0.3618 -2.6652 1.5721
H33 -3.4473 -3.5716 -1.8883
H34 -3.7195 -1.7725 -4.2079
H35 5.8906 0.0442 0.7937
H36 -1.4093 -4.1196 1.4597
S1 0.1324 0.0551 -3.8974
C26 1.6330 2.9257 -6.4404
C27 -3.0863 1.8974 -3.4429
H37 2.1366 2.2547 1.5039
C28 3.9897 -0.2146 1.7866
H38 -4.1429 2.4492 -0.3380
H39 2.2456 2.6315 -8.5114
C29 -0.0962 -2.7664 5.6820
H40 -3.2598 1.9601 -4.5272
H41 -2.1101 -1.1190 -4.5044
H42 -3.9712 -0.8847 1.9885
C30 2.4288 -2.0519 4.6956
C31 2.3282 3.5959 3.1616
H43 -3.7562 2.5742 -2.9139
Ga1 -1.2881 0.0946 -1.4356
H44 2.2231 4.2570 -1.7821
P4 1.3201 -0.3678 2.6641
H45 3.0755 1.6748 -0.3425
C32 0.0049 -1.8288 4.6525
C33 1.0297 2.3590 -5.3106
C34 1.4928 0.8211 -7.5858
H46 -5.3423 0.7698 -1.5994
H47 -5.2666 -0.9449 -1.9948
H48 0.6536 -0.8117 -6.4715
H49 5.6511 -1.9854 -0.6215
H50 0.9822 -4.0643 7.0354
C35 0.8905 0.2491 -6.4634
H51 1.3977 0.6103 5.4566
H52 -1.0744 -3.0313 6.0898

Cartesian forces (eV/Å) of the 6 atoms listed first:
C -0.04 0.44 -0.10
C 0.06 0.29 -0.10
C -0.26 -0.17 0.39
C -0.69 0.22 -0.43
P -0.87 0.98 0.39
H 0.67 -0.06 -0.15